Here is a molecular structure, C31H28N14OPt in a non-equilibrium geometry from OMol25. Energies are from ωB97M-V/def2-TZVPD.

Geometry as XYZ:
```
75
Properties=species:S:1:pos:R:3
Pt 1.69386 0.32625 -1.19638
C 1.01034 2.47609 4.01907
N 1.14605 1.58914 2.86993
C 1.15667 1.89309 1.57470
N 1.25949 0.76828 0.87939
C 1.28966 -0.21664 1.82151
N 1.22322 0.25476 3.03751
C -0.40264 2.98113 4.21212
C -0.62205 4.14109 4.94749
C -1.91423 4.58192 5.18918
C -3.00230 3.88048 4.69403
C -2.78339 2.72554 3.95331
C -1.48567 2.27544 3.71940
C -3.88991 1.94967 3.41256
N -5.10050 1.82119 3.84578
N -5.73221 0.93868 3.01109
C -4.86686 0.57820 2.12205
O -3.67095 1.18374 2.31336
C -5.03658 -0.32071 0.98990
C -5.98022 -1.34095 1.03432
C -6.13416 -2.17063 -0.06428
C -5.35743 -1.98506 -1.19860
C -4.41778 -0.96147 -1.24657
C -3.65179 -0.71434 -2.52763
N -2.38051 -0.03116 -2.32201
C -1.28032 -0.46636 -1.71324
N -0.37081 0.49927 -1.74409
C -0.98921 1.53102 -2.38303
N -2.20797 1.23502 -2.74408
C -4.25763 -0.13279 -0.14838
H 1.70297 3.30936 3.90720
H 1.31632 1.88693 4.88249
H 1.11018 2.89331 1.17709
H 1.37941 -1.26439 1.58833
H 0.21817 4.69890 5.34461
H -2.07246 5.48362 5.76475
H -4.01390 4.22170 4.86666
H -1.34463 1.35223 3.17085
H -6.57675 -1.47461 1.92641
H -6.86477 -2.96746 -0.03900
H -5.50024 -2.63168 -2.05693
H -4.22994 -0.06384 -3.18245
H -3.47390 -1.65152 -3.05445
H -1.16127 -1.43775 -1.26228
H -0.54025 2.49254 -2.56491
H -3.54927 0.68701 -0.17007
N 2.50599 0.39212 -3.29820
C 3.94127 0.19684 -3.23983
C 4.69520 -0.04720 -4.35309
C 6.09047 -0.21548 -4.25574
C 6.70651 -0.15029 -3.03862
C 5.95066 0.08817 -1.86862
C 6.52497 0.15488 -0.58020
C 5.72771 0.39723 0.50439
C 4.34813 0.54896 0.31181
N 3.78441 0.48576 -0.87568
C 4.55422 0.26203 -1.97632
H 2.09323 -0.25269 -3.96346
H 2.28898 1.33348 -3.61517
H 4.22246 -0.10274 -5.32693
H 6.66618 -0.38517 -5.15453
H 7.77775 -0.27673 -2.95095
H 7.59274 0.01541 -0.46822
H 6.13244 0.46131 1.50362
H 3.69827 0.73118 1.15580
N 0.36447 -6.40597 -1.51189
C 0.48321 -5.12435 -1.85120
N -0.21191 -4.65985 -2.91120
N 1.26774 -4.36994 -1.11744
C 1.44374 -3.09830 -1.16673
N 1.69928 -1.96434 -1.06373
H -0.18532 -7.06063 -2.03890
H 0.87729 -6.72930 -0.70902
H -0.72632 -5.28390 -3.50894
H 0.04239 -3.76473 -3.28769
```

Summary:
E_HOMO	-12.60	eV
2S+1	1
Kohn-Sham gap	0.2576	hartree
charge	+2
lowest unoccupied orbital energy	-5.5905	eV

Here is a single C5H8Cl2Si molecule in a non-equilibrium geometry from OMol25. Energies are from ωB97M-V/def2-TZVPD.

Geometry as XYZ:
```
16
Properties=species:S:1:pos:R:3
C -0.22128 -0.82443 -0.18220
C -1.28455 -0.11611 0.29352
C 1.11802 -0.14492 0.04670
C 0.64991 1.20185 0.61643
C -0.77668 1.11472 1.10940
Si -3.22835 -0.41024 0.08245
Cl -4.98526 0.14547 1.18430
Cl -3.51986 0.55758 -1.75656
H -0.22078 -1.79560 -0.67515
H 1.87928 -0.62974 0.67479
H 1.50164 0.07641 -0.89825
H 1.27045 1.36840 1.45331
H 0.66306 1.90862 -0.19948
H -0.86549 0.89271 2.19106
H -1.39062 1.99354 1.03252
H -3.59808 -1.87846 -0.21399
```

Summary:
E_HOMO	-9.62	eV
2S+1	1
Kohn-Sham gap	0.3654	hartree
lowest unoccupied orbital energy	0.3210	eV

Here is a gas-phase ion, C23H22F3N4O6S2 (charge -1) in a non-equilibrium geometry from OMol25. Energies are from ωB97M-V/def2-TZVPD.

Geometry as XYZ:
```
60
Properties=species:S:1:pos:R:3
F -2.62973 -5.20107 -0.64824
C -1.84468 -4.46455 0.16180
F -2.62508 -3.88935 1.07964
F -0.97993 -5.28517 0.76898
S -0.90410 -3.21061 -0.97736
C -0.01431 -1.80826 0.01446
C 1.45333 -2.40562 0.31289
C 2.02712 -2.45850 1.61804
C 3.36881 -2.80567 1.78053
C 4.11949 -3.26957 0.70142
N 5.44754 -3.75225 0.94629
O 6.10165 -4.25149 0.00673
O 5.90323 -3.69559 2.11279
C 3.51160 -3.43432 -0.52547
C 2.19225 -3.07951 -0.69289
O -0.08860 -4.19356 -1.72913
O -1.90828 -2.49715 -1.68600
H -0.50965 -1.81301 0.96804
H 1.47742 -1.98452 2.43218
H 3.85977 -2.67447 2.71917
H 4.08527 -3.80343 -1.35556
H 1.79031 -3.11495 -1.69457
C 1.63104 5.34761 2.39839
N 2.06279 4.41717 1.37908
C 3.18179 4.93654 0.61614
C 1.54589 3.16963 1.20663
C 0.28551 2.85951 1.68151
C -0.36713 1.69026 1.28401
C 0.28226 0.80220 0.40911
C -0.42208 -0.44000 -0.31096
C -1.82201 0.00108 -0.63921
C -3.09589 -0.65948 -0.26735
O -3.37314 -1.17527 0.81105
N -4.00492 -0.66371 -1.35095
C -5.00975 -1.69728 -1.41289
C -4.33103 0.55319 -1.91131
S -5.77284 0.81324 -2.70293
N -3.41761 1.53613 -1.63856
C -3.64845 2.78375 -2.31711
C -2.04873 1.18630 -1.45904
O -1.16290 1.79581 -2.04555
C 1.61103 1.03607 0.04676
C 2.22757 2.24115 0.42273
H 1.00437 4.84048 3.12548
H 2.51496 5.76284 2.90756
H 1.07380 6.18179 1.94664
H 3.28445 4.46712 -0.36660
H 3.03256 6.01452 0.45500
H 4.14631 4.82710 1.14274
H -0.28367 3.51557 2.27754
H -1.36883 1.43398 1.63501
H 0.12528 -0.61696 -1.33054
H -5.41113 -1.69552 -2.41854
H -4.60263 -2.67822 -1.19924
H -5.84102 -1.47564 -0.75009
H -2.93767 3.52127 -1.98003
H -3.58078 2.66864 -3.39982
H -4.65505 3.08267 -2.05812
H 2.14029 0.27794 -0.53468
H 3.17395 2.43114 0.03441
```

Summary:
E_HOMO	-3.91	eV
2S+1	1
Kohn-Sham gap	0.1749	hartree
charge	-1
lowest unoccupied orbital energy	0.8458	eV

Here is a molecular structure, C16H33ClNiP2 in a non-equilibrium geometry from OMol25. Energies are from ωB97M-V/def2-TZVPD.

Geometry as XYZ:
```
53
Properties=species:S:1:pos:R:3
P -1.75963 1.39263 0.36659
P 0.72399 -0.56576 -1.65718
C -1.86536 0.86949 -1.46366
C -1.07101 -0.30713 -2.05743
H -1.66203 1.82099 -1.94731
H -2.93190 0.69499 -1.66642
H -1.59310 -1.27374 -1.91063
H -1.26132 -0.10941 -3.12472
C 1.53008 0.10415 -3.17550
H 2.48702 -0.36099 -3.36856
H 1.50907 1.17068 -3.12916
H 0.89451 -0.27317 -3.97541
C 1.08662 -2.32138 -2.16493
H 1.44802 -2.49421 -3.18706
H 0.36808 -3.07864 -1.88101
H 1.99766 -2.48529 -1.56570
C -2.31277 2.95161 1.48168
H -3.04968 2.75599 2.26768
H -2.69336 3.63082 0.73628
H -1.46920 3.45214 1.98105
C -3.61702 1.09196 0.65955
H -3.88903 0.11302 0.26391
H -4.20888 1.76271 0.04468
H -3.96301 1.19883 1.72077
Ni 2.28742 -2.47546 0.03099
C 0.29149 2.28178 -1.03957
C -0.13203 2.62189 0.27910
C 0.66911 2.41138 1.64725
C 0.17506 1.20007 2.56943
C -1.26181 0.89040 2.33440
C -1.50876 -0.10121 1.33885
C -0.19533 -0.83741 0.77256
C 0.90343 -0.02079 0.07727
C 1.39972 -3.42416 1.64001
H 1.34907 2.47876 -1.28774
H -0.60916 3.61331 0.20701
H 0.46238 3.24280 2.28227
H 1.76046 2.51597 1.55058
H 0.86409 0.34470 2.54021
H 0.28570 1.46501 3.63194
H -2.01377 1.13578 3.06344
H -2.37735 -0.82029 1.24225
H -0.47742 -1.67876 0.05777
H 0.37956 -1.25539 1.59347
H 1.17643 0.84543 0.69478
H 2.00685 -0.38342 0.02668
H 1.84494 -4.45011 1.54958
H 0.29830 -3.52323 1.66527
H 1.71763 -3.03280 2.62887
Cl 4.40238 -1.69927 -0.64606
C 3.73940 -3.34872 -1.04243
H 3.68230 -3.53501 -2.12420
H 4.18216 -4.20154 -0.53148
```

Summary:
E_HOMO (spin up / spin down)	-5.87 / -6.25	eV
expectation value of S²	2.17
2S+1	3
Kohn-Sham gap (spin up / spin down)	0.1761 / 0.2013	hartree
lowest unoccupied orbital energy (spin up / spin down)	-1.0770 / -0.7732	eV

Here is a single C2H3NOS molecule in a non-equilibrium geometry from OMol25. Energies are from ωB97M-V/def2-TZVPD.

Geometry as XYZ:
```
8
Properties=species:S:1:pos:R:3
C -1.44041 0.47375 -0.08288
C 1.54602 -0.28659 0.12276
H -2.44469 0.81879 0.13853
H -0.65346 1.19336 -0.39237
H 2.43885 -0.74917 0.53437
N -1.16485 -0.75803 0.06299
O 1.38674 0.88051 -0.20124
S 0.33180 -1.57262 -0.18216
```

Summary:
E_HOMO	-9.34	eV
2S+1	1
Kohn-Sham gap	0.3486	hartree
lowest unoccupied orbital energy	0.1433	eV

Here is a molecular structure, C3HF3O in a non-equilibrium geometry from OMol25. Energies are from ωB97M-V/def2-TZVPD.

Geometry as XYZ:
```
8
Properties=species:S:1:pos:R:3
C 0.59043 -0.20930 0.11602
C 1.87286 0.63759 0.20425
C 2.10029 -0.16517 -1.20419
O 0.92915 -0.92930 -0.92532
F 1.44088 1.95840 0.40136
F 2.70290 0.52088 1.15488
F 3.29697 -0.85388 -1.16642
H -0.35466 0.46308 0.35825
```

Summary:
E_HOMO (spin up / spin down)	-10.01 / -9.31	eV
2S+1	1
Kohn-Sham gap (spin up / spin down)	0.3411 / 0.2910	hartree
lowest unoccupied orbital energy (spin up / spin down)	-0.7292 / -1.3965	eV

Here is a molecular structure, C24H39BrN5O2PtTe in a non-equilibrium geometry from OMol25. Energies are from ωB97M-V/def2-TZVPD.

Geometry as XYZ:
```
73
Properties=species:S:1:pos:R:3
Pt 0.83172 -0.49778 0.27464
N 0.64375 -2.02899 -1.18980
C 1.40163 -3.27481 -0.83555
C 2.82433 -2.91977 -0.41911
N 2.78451 -1.95122 0.67780
C 2.69298 -2.48283 2.04766
C 1.23319 -2.65225 2.42778
N 0.53630 -1.36232 2.18256
H -0.32146 -2.26539 -1.40789
H 1.05825 -1.64938 -2.03427
H 1.43410 -3.95443 -1.68783
H 0.85740 -3.77335 -0.04008
H 3.35154 -2.46281 -1.25965
H 3.36456 -3.83302 -0.15796
H 3.58143 -1.32895 0.62808
H 3.16701 -1.75775 2.71107
H 3.21980 -3.43164 2.16869
H 1.15480 -2.96256 3.46947
H 0.73725 -3.40685 1.82449
H 0.99026 -0.63511 2.74042
H -0.44074 -1.42597 2.45974
C -7.84390 -1.50044 -1.67733
C -6.42408 -1.30467 -1.27828
C -5.78827 -2.20305 -0.40723
C -4.50645 -2.00635 0.03902
C -3.89804 -3.03207 0.95734
C -3.80789 -0.81541 -0.40618
Te -2.13252 -0.29361 0.60193
C -4.41427 0.05539 -1.38594
C -3.72545 1.24511 -1.99044
C -5.69895 -0.20870 -1.77736
H -8.28358 -2.38705 -1.22934
H -7.92929 -1.56834 -2.76532
H -8.43052 -0.62555 -1.38362
H -6.33461 -3.07639 -0.07205
H -4.60344 -3.84070 1.13325
H -3.63867 -2.60209 1.92414
H -2.99479 -3.46121 0.52139
H -2.66879 1.25472 -1.74899
H -4.17321 2.17294 -1.62913
H -3.83777 1.22426 -3.07499
H -6.18047 0.45097 -2.49160
N 0.82719 3.11485 -3.17681
C 0.63504 3.39142 -1.70661
C 0.09112 2.14403 -1.02170
N 1.00190 0.99229 -1.21710
C 1.20372 0.71941 -2.65162
C 1.75607 1.94826 -3.36663
H 1.19764 3.94114 -3.65091
H -0.07639 2.90973 -3.60748
H -0.05072 4.22817 -1.59297
H 1.60791 3.66458 -1.30065
H -0.89821 1.89779 -1.39856
H 0.00180 2.35795 0.04048
H 1.93490 1.34300 -0.81717
H 0.26369 0.38918 -3.10545
H 1.94384 -0.06984 -2.78001
H 1.88166 1.76244 -4.43133
H 2.71451 2.23870 -2.93779
Br 5.92543 4.05873 5.81159
C 4.97595 3.28345 4.40678
C 5.25641 3.66233 3.09917
C 4.54065 3.09938 2.06073
C 3.54326 2.15776 2.32347
C 3.28524 1.77529 3.64364
C 3.99665 2.33642 4.68522
C 2.75964 1.63177 1.20419
O 2.92942 2.02158 0.03534
O 1.88690 0.68860 1.50303
H 6.02212 4.40021 2.90417
H 4.74996 3.38480 1.03945
H 2.51399 1.04769 3.85615
H 3.79102 2.05830 5.70983
```

Summary:
E_HOMO (spin up / spin down)	-15.09 / -15.09	eV
2S+1	1
Kohn-Sham gap (spin up / spin down)	0.1702 / 0.1677	hartree
charge	+3
lowest unoccupied orbital energy (spin up / spin down)	-10.4619 / -10.5287	eV

Here is 14 unconnected molecules or ions with the total composition C42H98N14O14 in a non-equilibrium geometry from OMol25. Energies are from ωB97M-V/def2-TZVPD.

Geometry as XYZ:
```
168
Properties=species:S:1:pos:R:3
C 1.85427 -1.93871 -9.66115
O 3.09132 -1.99007 -9.57814
N 0.96702 -2.26987 -8.69612
C -0.43952 -2.37195 -8.94374
C 1.37886 -2.72203 -7.38289
H 1.40140 -1.54135 -10.58268
H -0.74938 -3.41408 -9.02162
H -0.78586 -2.05864 -9.92861
H -1.10712 -1.96793 -8.18271
H 2.40782 -2.39382 -7.23582
H 0.90102 -2.41210 -6.45353
H 1.42254 -3.80785 -7.29813
C -2.22286 3.51665 7.93529
O -2.34851 4.68208 8.28899
N -2.48772 3.10699 6.68310
C -2.45719 1.68887 6.37151
C -3.15019 3.82097 5.61448
H -1.82943 2.68185 8.53573
H -1.87736 1.49821 5.46843
H -3.45428 1.39302 6.04535
H -2.15907 1.13504 7.26174
H -2.55684 4.03732 4.72610
H -4.10763 3.36793 5.35724
H -3.29941 4.88062 5.82184
C -6.75153 -1.55031 -1.51795
O -6.97449 -2.56894 -0.89725
N -7.76916 -0.74583 -2.06640
C -7.49521 0.45994 -2.79192
C -9.22223 -0.99742 -1.86978
H -5.75564 -1.12613 -1.71915
H -7.59629 1.33512 -2.15010
H -8.25220 0.64787 -3.55333
H -6.44298 0.32782 -3.04383
H -9.76255 -1.27929 -2.77349
H -9.48162 -1.77092 -1.14693
H -9.70067 -0.07871 -1.53042
C 0.15079 -0.30167 1.04226
O -0.00961 0.61012 1.84784
N -0.44537 -0.35127 -0.19028
C -1.61862 0.54732 -0.56203
C -0.36493 -1.59794 -0.95760
H 0.75789 -1.19728 1.24601
H -1.93350 0.57772 -1.60511
H -1.44728 1.59382 -0.30987
H -2.42682 0.08577 0.00533
H 0.69241 -1.85419 -0.89070
H -1.17988 -2.29130 -0.74972
H -0.41048 -1.37635 -2.02386
C -4.20760 3.69998 -0.17313
O -3.71557 2.99668 0.67053
N -3.41637 4.50674 -0.99340
C -4.05320 5.14843 -2.16009
C -2.00734 4.96006 -0.85269
H -5.29852 3.82944 -0.24616
H -3.51722 4.92611 -3.08280
H -4.24171 6.19780 -1.93342
H -5.08924 4.81541 -2.22191
H -1.85618 5.99903 -1.14559
H -1.64920 4.94700 0.17671
H -1.37052 4.38292 -1.52313
C -6.24691 0.03189 4.44149
O -6.56103 1.17573 4.52068
N -5.30686 -0.51008 3.61441
C -4.94918 -1.94265 3.58412
C -4.53657 0.30988 2.77740
H -6.76494 -0.65886 5.12465
H -3.90903 -2.05259 3.89090
H -5.27265 -2.40074 2.64945
H -5.62601 -2.40558 4.30224
H -5.08649 0.52673 1.86162
H -4.16137 1.23592 3.21304
H -3.54032 -0.12235 2.68381
C 4.96534 -5.17870 -2.27035
O 3.99307 -4.62465 -2.60258
N 5.35154 -6.37556 -2.73968
C 6.72439 -6.81237 -2.64389
C 4.50434 -7.16068 -3.56538
H 5.76670 -4.73265 -1.66120
H 7.17397 -6.94928 -3.62737
H 6.80509 -7.85252 -2.32818
H 7.37161 -6.19990 -2.01612
H 4.70285 -7.26432 -4.63213
H 4.49516 -8.19812 -3.23113
H 3.48350 -6.78134 -3.61109
C 2.03839 5.36007 -0.02154
O 2.16355 4.59334 -0.97118
N 1.97929 6.68501 -0.11482
C 1.64154 7.56398 0.96057
C 2.13022 7.37122 -1.42723
H 1.88305 5.03420 1.01860
H 1.44497 7.03272 1.89182
H 0.78370 8.21891 0.80802
H 2.47506 8.20704 1.24309
H 3.18897 7.63017 -1.41765
H 1.86847 6.81711 -2.32865
H 1.66619 8.35380 -1.34180
C -2.56295 0.57985 -5.70367
O -1.65310 -0.22120 -5.44413
N -3.81125 0.32689 -6.20262
C -4.56552 -0.84434 -5.84004
C -4.71383 1.38315 -6.84228
H -2.37311 1.63704 -5.94553
H -3.92529 -1.72604 -5.86842
H -5.23155 -0.95927 -6.69520
H -4.95982 -0.84896 -4.82387
H -4.97114 1.08448 -7.85849
H -5.61298 1.52751 -6.24328
H -4.25340 2.36601 -6.74179
C 1.02437 -4.97267 -0.39305
O 0.77207 -4.61899 0.79536
N 0.59463 -6.05765 -1.06535
C -0.15208 -7.10446 -0.41567
C 0.88233 -6.15167 -2.51701
H 1.74706 -4.40042 -0.99509
H -1.21564 -6.86820 -0.44891
H 0.04774 -7.37313 0.62163
H -0.00878 -8.05923 -0.92161
H 0.03645 -6.20523 -3.20238
H 1.31254 -5.22680 -2.90126
H 1.63537 -6.85960 -2.86320
C 5.62590 -0.41297 -2.17726
O 5.75150 -1.63425 -2.00669
N 6.52366 0.46196 -1.68296
C 6.35979 1.82643 -2.02542
C 7.78975 0.00690 -1.05434
H 4.72061 0.05532 -2.59362
H 7.29040 2.39361 -2.00601
H 5.69697 2.28010 -1.28856
H 5.94335 2.09325 -2.99675
H 8.67863 0.26011 -1.63217
H 8.05516 0.36099 -0.05821
H 7.68036 -1.07760 -1.05571
C 2.11190 -1.40070 6.46312
O 1.58546 -0.29130 6.67335
N 1.52066 -2.40253 5.75836
C 2.10748 -3.80587 5.87994
C 0.06733 -2.23218 5.42388
H 2.99831 -1.71016 7.03820
H 1.77381 -4.26125 4.94752
H 1.73186 -4.36132 6.73929
H 3.18392 -3.92054 6.00733
H -0.58120 -1.85945 6.21671
H -0.06543 -1.56971 4.56853
H -0.39546 -3.17931 5.14663
C 2.62555 4.68189 7.67833
O 2.70540 5.93981 7.88935
N 2.58307 4.20295 6.41577
C 3.01417 2.83112 5.95095
C 2.30228 5.13801 5.27505
H 2.68945 3.85710 8.40486
H 2.78460 2.61338 4.90788
H 2.29843 2.23728 6.51942
H 4.08426 2.76547 6.14768
H 3.29712 5.08082 4.83333
H 1.58717 4.86675 4.49844
H 1.99115 6.08156 5.72340
C 5.66655 -0.61808 2.92219
O 6.38030 0.33589 3.23468
N 4.42615 -0.43237 2.33007
C 3.85964 -1.51839 1.45539
C 3.92856 0.89544 2.04022
H 5.89984 -1.67260 3.13607
H 2.81844 -1.72492 1.70308
H 4.50009 -2.39987 1.42529
H 3.78504 -1.28211 0.39393
H 2.84220 0.98201 2.01964
H 4.27476 1.60218 2.79438
H 4.28955 1.15701 1.04555
```

Summary:
E_HOMO	-8.34	eV
2S+1	1
Kohn-Sham gap	0.3009	hartree
lowest unoccupied orbital energy	-0.1564	eV